*one*
# C3H6NO

The ion C3H6NO with charge +1 (wB97M-V/def2-TZVPD, OMol25).

For the HOMO energy, the calculation gives -14.18 eV.

ORCA input file:
```
! wB97M-V def2-TZVPD RIJCOSX def2/J DEFGRID3
* xyz 1 1
O 0.0148 -1.1103 0.9189
N 1.3991 0.1838 -0.5036
C -1.0999 -0.8585 0.0751
C 0.0587 -0.0290 0.0782
C -1.1878 0.6286 0.5308
H 1.7184 -0.2431 -1.4995
H -1.5126 0.8913 1.5379
H 1.6572 1.2077 -0.6561
H 1.9668 -0.2050 0.2341
H -1.3544 -1.7088 -0.5388
H -1.6603 1.2433 -0.1771
*
```


*two*
# C3H6NO

The ion C3H6NO with charge +1 (wB97M-V/def2-TZVPD, OMol25).

For the HOMO energy (alpha / beta), the calculation gives -13.58 / -12.25 eV.

ORCA input file:
```
! wB97M-V def2-TZVPD RIJCOSX def2/J DEFGRID3
* xyz 1 1
O -0.4345 1.2002 0.6202
N 0.2824 -0.1557 -1.0811
C 0.2169 -0.0170 1.2546
C -0.4974 1.0542 -0.6531
C 0.2311 -1.0677 0.1788
H -0.6587 -1.7953 0.1801
H -1.0721 1.6150 -1.2756
H 1.3138 0.1171 -1.1713
H 1.1211 0.2443 1.5842
H -0.3908 -0.2591 2.1206
H -0.1117 -0.9360 -1.7574
*
```


Most stable of them? *one*.